[1]
Formula: C2H3LiMgO
Source: OMol25
Level of theory: the ωB97M-V functional and the def2-TZVPD basis

CARTESIAN COORDINATES (ANGSTROEM)
C1 -0.51033 -0.51859 0.16458
C2 0.40405 -1.45573 0.21590
O1 1.28877 -2.17019 0.52458
Li1 0.96289 2.32832 0.70795
H1 -1.18767 -0.49700 -0.67827
H2 -1.58982 -0.70233 1.05500
Mg1 0.58006 2.14347 -2.42475
H3 0.05205 0.87205 0.43500

The calculation puts the LUMO energy (alpha / beta) at -0.5 / -0.5 eV.

=====

[2]
Formula: C3H2N2OS2
Source: OMol25
Level of theory: the ωB97M-V functional and the def2-TZVPD basis

CARTESIAN COORDINATES (ANGSTROEM)
S1 -1.84378 0.24779 -1.69023
C1 -1.20269 1.00840 -0.41999
N1 -0.13480 0.63303 0.36801
N2 0.20792 1.47595 1.42486
C2 1.19956 0.89226 1.95686
O1 1.55434 -0.27229 1.36830
C3 0.69601 -0.47654 0.32776
S2 0.76417 -1.76811 -0.65208
H1 -1.58660 1.94848 -0.01754
H2 1.75643 1.24730 2.81022

As for the SMILES: S=Cn1ncoc1=S. The calculation puts the LUMO energy at -0.8 eV.

=====

[3]
Formula: C24H19GaN6S
Source: OMol25
Level of theory: the ωB97M-V functional and the def2-TZVPD basis

CARTESIAN COORDINATES (ANGSTROEM)
Ga1 -0.57168 0.53691 -0.19538
C1 3.69300 -2.27568 1.70173
C2 3.14593 -2.41741 0.43517
C3 2.37132 -1.40144 -0.10649
C4 2.13463 -0.24772 0.62889
C5 2.68340 -0.09808 1.89747
C6 3.46706 -1.11209 2.42632
N1 1.26330 0.75997 0.08484
C7 1.64212 2.07830 0.00667
C8 2.97202 2.52277 0.09499
C9 3.24741 3.86100 -0.03934
C10 2.24355 4.84009 -0.24715
C11 0.94220 4.45621 -0.32628
C12 0.63568 3.07838 -0.21635
N2 -0.60912 2.55220 -0.18017
N3 -1.70302 3.16705 -0.09294
C13 -2.75807 2.25850 0.18007
C14 -4.03069 2.75476 0.38114
C15 -5.04626 1.86364 0.68965
C16 -4.76900 0.50243 0.76739
C17 -3.47850 0.07404 0.54684
N4 -2.48430 0.93799 0.27150
H1 4.30083 -3.06513 2.12179
H2 3.33779 -3.31176 -0.14285
H3 1.98403 -1.48606 -1.11538
H4 2.49488 0.80097 2.47223
H5 3.89755 -0.99390 3.41153
H6 3.76635 1.80833 0.25640
H7 4.27922 4.18416 0.01504
H8 2.52273 5.87918 -0.34205
H9 0.13716 5.16230 -0.47863
H10 -4.19415 3.81976 0.29783
H11 -6.04981 2.22674 0.86689
H12 -5.54086 -0.21805 0.99456
H13 -3.21468 -0.97481 0.58472
N5 -0.71802 -0.09007 -3.52669
C18 -0.77739 -1.12056 -2.67894
N6 -0.85593 -0.99485 -1.35843
C19 -0.85039 -2.25254 -0.71610
C20 -0.85611 -2.45966 0.65643
C21 -0.82191 -3.76228 1.12238
C22 -0.78040 -4.83696 0.23343
C23 -0.75649 -4.63329 -1.13537
C24 -0.78662 -3.32410 -1.59528
S1 -0.73788 -2.74803 -3.24487
H14 -0.93791 0.84879 -3.23982
H15 -0.68814 -0.25268 -4.52082
H16 -0.85877 -1.63321 1.36714
H17 -0.81879 -3.94901 2.18723
H18 -0.75932 -5.84643 0.61940
H19 -0.70792 -5.46866 -1.82039

The calculation puts the LUMO energy (alpha / beta) at -8.1 / -8.1 eV. Its net charge is +2.

=====

[4]
Formula: C4H13NO2
Source: OMol25
Level of theory: the ωB97M-V functional and the def2-TZVPD basis

CARTESIAN COORDINATES (ANGSTROEM)
N1 -0.08659 -2.05128 -1.61102
C1 -0.72143 -1.74439 -0.34608
C2 -0.19096 -0.51577 0.42480
C3 -0.78019 0.80210 -0.19021
C4 -0.48866 1.93291 0.83220
O1 -1.05729 1.66264 2.09230
H1 -0.06607 -1.23244 -2.20226
H2 0.80666 -2.48978 -1.50725
H3 -1.79879 -1.57685 -0.43776
H4 -0.64886 -2.62610 0.29868
H5 0.89346 -0.50334 0.28735
H6 -0.29280 -0.56339 1.50675
H7 -1.85952 0.78727 -0.29853
H8 -0.21896 0.79765 -1.11964
H9 -0.94720 2.82574 0.38889
H10 0.56789 2.09472 1.01273
H11 -1.97491 1.40446 2.01150
O2 3.18989 0.66145 -0.54413
H12 3.07410 -0.26007 -0.81155
H13 2.60024 0.59447 0.21321

As for the SMILES: NCCCCO.O. The calculation puts the LUMO energy at 0.8 eV.